This record from the OMol25 dataset describes C32H54AsCuP as an isolated structure. The level of theory is ωB97M-V with the def2-TZVPD basis set.

The HOMO energy is -11.19 eV. For the electronic energy, the calculation gives -5469.1911 Ha. The energy above the lowest of the compared OMol25 structures with the same formula, charge and spin is 0.00 kcal/mol. Its multiplicity is 1. Its charge is +1. The calculation puts the HOMO-LUMO gap at 0.3320 Eh.

Element x y z (Å)
1 Cu 0.171 -0.572 -0.241
2 C 4.993 2.666 1.430
3 C 4.053 1.473 1.620
4 C 3.484 1.453 3.039
5 C 2.965 1.484 0.571
6 C 1.949 2.424 0.600
7 C 0.938 2.502 -0.357
8 C -0.057 3.632 -0.068
9 C -0.771 3.348 1.266
10 C -1.032 4.071 -1.156
11 C 0.956 1.581 -1.429
12 C 2.014 0.642 -1.505
13 C 2.974 0.598 -0.492
14 C 2.271 -0.184 -2.757
15 C 3.271 0.557 -3.653
16 C 2.799 -1.591 -2.469
17 C 0.043 1.670 -2.624
18 C 0.446 2.565 -3.615
19 C -0.245 2.705 -4.804
20 C -1.372 1.932 -5.031
21 C -1.784 1.035 -4.063
22 C -1.097 0.876 -2.854
23 P -1.661 -0.367 -1.628
24 C -3.377 0.153 -1.082
25 C -4.004 -0.974 -0.254
26 C -4.327 0.570 -2.206
27 C -3.184 1.350 -0.154
28 C -1.737 -2.033 -2.519
29 C -2.826 -2.226 -3.579
30 C -0.372 -2.224 -3.184
31 C -1.900 -3.137 -1.464
32 H 5.813 2.627 2.146
33 H 4.458 3.604 1.581
34 H 5.415 2.678 0.425
35 H 4.640 0.560 1.470
36 H 2.985 2.393 3.277
37 H 4.281 1.313 3.769
38 H 2.755 0.651 3.172
39 H 1.937 3.152 1.402
40 H 0.585 4.501 0.114
41 H -1.109 2.316 1.322
42 H -1.635 4.000 1.393
43 H -0.105 3.513 2.111
44 H -1.701 3.281 -1.494
45 H -0.511 4.455 -2.030
46 H -1.647 4.879 -0.759
47 H 3.782 -0.119 -0.568
48 H 1.337 -0.277 -3.313
49 H 4.220 0.686 -3.131
50 H 2.906 1.541 -3.941
51 H 3.457 -0.014 -4.562
52 H 3.862 -1.576 -2.225
53 H 2.682 -2.222 -3.350
54 H 2.273 -2.070 -1.638
55 H 1.325 3.171 -3.434
56 H 0.094 3.413 -5.547
57 H -1.926 2.021 -5.955
58 H -2.665 0.444 -4.256
59 H -4.350 -1.803 -0.866
60 H -4.874 -0.572 0.269
61 H -3.315 -1.358 0.501
62 H -4.477 -0.202 -2.958
63 H -3.990 1.480 -2.699
64 H -5.300 0.781 -1.757
65 H -2.643 1.063 0.749
66 H -4.161 1.732 0.148
67 H -2.648 2.162 -0.642
68 H -2.714 -1.553 -4.426
69 H -3.830 -2.124 -3.176
70 H -2.738 -3.241 -3.971
71 H -0.184 -1.482 -3.960
72 H -0.337 -3.212 -3.645
73 H 0.439 -2.174 -2.452
74 H -2.925 -3.230 -1.113
75 H -1.259 -2.970 -0.597
76 H -1.619 -4.092 -1.914
77 C 0.390 -2.253 2.984
78 As 1.242 -2.097 1.247
79 C 1.172 -3.953 0.663
80 C 3.106 -1.989 1.772
81 H 0.874 -3.039 3.565
82 H -0.663 -2.498 2.851
83 H 0.463 -1.308 3.522
84 H 1.845 -4.543 1.286
85 H 1.472 -4.044 -0.380
86 H 0.159 -4.333 0.773
87 H 3.293 -2.767 2.513
88 H 3.325 -1.014 2.202
89 H 3.748 -2.150 0.906

These are the Mulliken partial charges, in e, on atoms 1 to 5:
1 Cu -0.282
2 C -1.527
3 C -0.488
4 C -1.470
5 C 0.323

=====

This record from the OMol25 dataset describes C36H34N3OsPS2 as an isolated structure at a distorted geometry. The level of theory is ωB97M-V with the def2-TZVPD basis set.

The HOMO energy (spin up / spin down) is -17.12 / -17.79 eV. For the electronic energy, the calculation gives -2783.4139 Ha. Its multiplicity is 5. Its charge is +4. The calculation puts the HOMO-LUMO gap (spin up / spin down) at 0.2040 / 0.1421 Eh.

Element x y z (Å)
1 Os -1.355 -0.587 -0.545
2 S 0.912 -0.353 -0.257
3 C 1.265 1.305 -0.530
4 N 2.520 1.695 -0.843
5 C 2.756 3.081 -1.266
6 C 1.882 4.032 -0.490
7 N 0.485 3.605 -0.591
8 C -0.532 4.656 -0.728
9 C -0.623 5.614 0.434
10 C -0.375 6.989 0.227
11 C -0.559 7.870 1.251
12 C -0.992 7.387 2.537
13 C -1.241 6.005 2.752
14 C -1.049 5.136 1.728
15 C 0.195 2.281 -0.535
16 S -1.418 1.723 -0.531
17 C 3.643 0.765 -1.011
18 C 4.658 0.782 0.104
19 C 6.010 0.996 -0.204
20 C 6.945 0.921 0.792
21 C 6.531 0.688 2.156
22 C 5.179 0.440 2.467
23 C 4.255 0.503 1.468
24 H 2.544 3.164 -2.336
25 H 3.804 3.329 -1.112
26 H 1.977 5.027 -0.923
27 H 2.185 4.085 0.560
28 H -1.506 4.180 -0.853
29 H -0.324 5.216 -1.641
30 H -0.070 7.352 -0.747
31 H -0.386 8.929 1.104
32 H -1.129 8.090 3.351
33 H -1.591 5.663 3.716
34 H -1.253 4.081 1.868
35 H 4.146 1.021 -1.943
36 H 3.246 -0.248 -1.120
37 H 6.323 1.176 -1.225
38 H 7.998 1.029 0.562
39 H 7.269 0.731 2.950
40 H 4.884 0.220 3.484
41 H 3.208 0.326 1.688
42 N -3.435 -0.629 -1.245
43 C -4.147 -1.911 -1.329
44 C -5.517 -1.954 -1.489
45 C -6.136 -3.189 -1.647
46 C -5.387 -4.359 -1.650
47 C -4.012 -4.306 -1.473
48 C -3.392 -3.072 -1.293
49 P -1.646 -2.891 -0.938
50 C -0.797 -4.363 -1.478
51 C -0.467 -4.469 -2.830
52 C 0.065 -5.654 -3.311
53 C 0.270 -6.721 -2.446
54 C -0.078 -6.620 -1.105
55 C -0.607 -5.439 -0.609
56 C -1.489 -2.663 0.867
57 C -0.235 -2.901 1.472
58 C -0.123 -2.865 2.844
59 C -1.233 -2.535 3.628
60 C -2.454 -2.234 3.042
61 C -2.591 -2.301 1.665
62 H -4.025 0.047 -0.761
63 H -3.348 -0.268 -2.196
64 H -6.107 -1.044 -1.513
65 H -7.208 -3.233 -1.785
66 H -5.875 -5.315 -1.786
67 H -3.424 -5.216 -1.465
68 H -0.626 -3.635 -3.505
69 H 0.320 -5.744 -4.358
70 H 0.710 -7.637 -2.818
71 H 0.046 -7.468 -0.446
72 H -0.894 -5.375 0.433
73 H 0.619 -3.166 0.859
74 H 0.819 -3.111 3.318
75 H -1.142 -2.525 4.707
76 H -3.307 -1.985 3.658
77 H -3.566 -2.155 1.214

These are the Mulliken partial charges, in e, on atoms 1 to 5:
1 Os 0.819
2 S -0.321
3 C 0.106
4 N 0.387
5 C -0.728

=====

This record from the OMol25 dataset describes C27H58O3P2SSiTc as an isolated structure at a distorted geometry. The level of theory is ωB97M-V with the def2-TZVPD basis set.

The HOMO energy (spin up / spin down) is -12.41 / -13.30 eV. For the electronic energy, the calculation gives -2739.8083 Ha. Its multiplicity is 4. Its charge is +2. The calculation puts the HOMO-LUMO gap (spin up / spin down) at 0.2362 / 0.2649 Eh.

Element x y z (Å)
1 P 2.372 -0.401 -1.848
2 P -1.750 -1.073 -0.154
3 C -0.078 -0.832 -2.908
4 C -1.356 -0.757 -2.004
5 H 0.585 -1.943 -3.136
6 H 0.006 -0.385 -3.940
7 H -1.598 0.394 -1.995
8 H -2.135 -1.327 -2.602
9 C -2.373 -2.760 0.140
10 H -3.347 -2.834 0.696
11 H -1.664 -3.360 0.770
12 H -2.528 -3.265 -0.847
13 C -3.346 -0.166 -0.429
14 H -4.087 -0.956 -0.649
15 H -3.336 0.480 -1.334
16 H -3.763 0.413 0.416
17 C 4.139 -0.861 -1.804
18 H 4.759 0.014 -1.712
19 H 4.411 -1.339 -2.748
20 H 4.311 -1.548 -0.987
21 C 2.470 0.659 -3.334
22 H 1.530 0.913 -3.834
23 H 3.151 0.272 -4.104
24 H 2.938 1.617 -3.043
25 Tc 1.078 -2.254 -1.568
26 C -0.151 -3.815 -3.184
27 C 0.361 -4.133 -1.922
28 C 1.523 -5.123 -1.691
29 C 2.742 -4.740 -2.492
30 C 2.820 -3.244 -2.530
31 C 2.611 -2.541 -3.708
32 C 1.691 -2.897 -4.822
33 C 0.581 -3.977 -4.472
34 C 2.197 0.837 -0.673
35 H -1.099 -3.248 -3.219
36 H -0.288 -3.983 -0.999
37 H 1.191 -6.150 -1.982
38 H 1.775 -5.139 -0.603
39 H 3.633 -5.095 -1.950
40 H 2.820 -5.197 -3.497
41 H 3.540 -2.926 -1.783
42 H 3.128 -1.618 -3.934
43 H 2.337 -3.340 -5.591
44 H 1.228 -2.011 -5.316
45 H -0.170 -3.860 -5.272
46 H 0.996 -4.996 -4.561
47 H 1.316 1.365 -0.993
48 H 3.193 1.398 -0.796
49 H 2.086 0.410 0.301
50 C 2.890 2.006 3.836
51 C 1.499 1.348 3.826
52 C 1.658 -0.176 3.886
53 C 0.725 1.895 4.986
54 O 0.924 1.702 2.511
55 Si -0.452 1.576 1.657
56 S -0.341 -0.525 1.128
57 O -1.722 2.029 2.519
58 C -2.847 1.752 3.588
59 C -2.594 0.301 3.934
60 C -2.754 2.679 4.766
61 C -4.173 1.878 2.895
62 O -0.316 2.496 0.326
63 C -1.236 3.556 -0.229
64 C -1.878 2.915 -1.475
65 C -2.242 3.989 0.809
66 C -0.397 4.772 -0.630
67 H 3.423 1.765 4.783
68 H 2.792 3.110 3.791
69 H 3.532 1.668 2.995
70 H 2.017 -0.498 4.883
71 H 0.690 -0.660 3.698
72 H 2.388 -0.519 3.129
73 H 0.562 2.961 4.868
74 H -0.209 1.377 5.113
75 H 1.291 1.762 5.911
76 H -1.617 0.177 4.415
77 H -3.356 -0.141 4.591
78 H -2.566 -0.266 2.994
79 H -2.912 3.729 4.528
80 H -3.555 2.423 5.469
81 H -1.836 2.629 5.345
82 H -4.454 2.910 2.701
83 H -4.183 1.344 1.943
84 H -4.985 1.452 3.500
85 H -2.202 1.904 -1.205
86 H -2.750 3.496 -1.838
87 H -1.141 2.824 -2.295
88 H -1.750 4.296 1.728
89 H -2.806 4.860 0.462
90 H -2.953 3.206 1.005
91 H 0.022 5.273 0.256
92 H 0.418 4.534 -1.330
93 H -1.051 5.518 -1.125

These are the Mulliken partial charges, in e, on atoms 1 to 5:
1 P 2.041
2 P 1.550
3 C -2.149
4 C -0.294
5 H 0.954

=====

This record from the OMol25 dataset describes a 2-piece molecular cluster, C11H13NOSe overall at a distorted geometry. The level of theory is ωB97M-V with the def2-TZVPD basis set.

The HOMO energy (spin up / spin down) is -7.79 / -7.79 eV. For the electronic energy, the calculation gives -2958.2737 Ha. The energy above the lowest of the compared OMol25 structures with the same formula, charge and spin is 23.90 kcal/mol. Its multiplicity is 1. Its charge is 0. The calculation puts the HOMO-LUMO gap (spin up / spin down) at 0.2383 / 0.2383 Eh.

Element x y z (Å)
1 C 3.986 -0.437 -0.975
2 C 3.704 -0.369 0.428
3 C 3.006 0.153 -1.818
4 C 2.619 0.323 0.983
5 C 1.907 0.840 -1.273
6 C 1.753 0.950 0.068
7 C -1.356 0.167 -1.317
8 C -2.747 0.196 0.733
9 C -3.471 0.830 -0.450
10 C -1.467 -0.223 0.121
11 C -0.515 -1.173 0.775
12 N -2.480 0.971 -1.480
13 O -0.619 -0.291 -2.187
14 Se 0.180 1.964 0.736
15 H 4.861 -0.913 -1.416
16 H 4.316 -0.903 1.103
17 H 3.007 0.052 -2.847
18 H 2.419 0.311 2.045
19 H 1.032 1.335 -1.909
20 H -2.468 0.891 1.617
21 H -3.294 -0.667 1.267
22 H -4.332 0.349 -0.914
23 H -3.971 1.783 -0.305
24 H -0.714 -1.297 1.936
25 H 0.493 -0.861 0.428
26 H -0.765 -2.070 0.103
27 H -2.710 1.267 -2.340

These are the natural (NBO) partial charges, in e, on atoms 1 to 5:
1 C -0.209
2 C -0.211
3 C -0.200
4 C -0.251
5 C -0.238

=====

This record from the OMol25 dataset describes C4HNO4 as an isolated structure at a distorted geometry. The level of theory is ωB97M-V with the def2-TZVPD basis set.

The HOMO energy is -10.44 eV. For the electronic energy, the calculation gives -508.6134 Ha. The energy above the lowest of the compared OMol25 structures with the same formula, charge and spin is 46.14 kcal/mol. Its multiplicity is 1. Its charge is 0. The calculation puts the HOMO-LUMO gap at 0.3886 Eh.

Element x y z (Å)
1 C 0.946 -0.405 -0.084
2 C -0.547 1.125 -0.113
3 C -1.851 -0.340 -0.049
4 C -0.400 -0.306 -0.178
5 H 2.656 -1.173 0.304
6 N 0.569 1.792 0.020
7 O 1.764 -1.462 -0.004
8 O 1.528 0.742 0.019
9 O -1.881 1.120 0.039
10 O -2.785 -1.093 0.046

These are the natural (NBO) partial charges, in e, on atoms 1 to 5:
1 C 0.700
2 C 0.502
3 C 0.813
4 C -0.468
5 H 0.508

=====

This record from the OMol25 dataset describes a 2-piece molecular cluster, C6H13N3O overall at a distorted geometry. The level of theory is ωB97M-V with the def2-TZVPD basis set.

The HOMO energy is -9.61 eV. For the electronic energy, the calculation gives -475.9668 Ha. The energy above the lowest of the compared OMol25 structures with the same formula, charge and spin is 0.00 kcal/mol. Its multiplicity is 1. Its charge is 0. The calculation puts the HOMO-LUMO gap at 0.3771 Eh.

Element x y z (Å)
1 C 0.654 0.143 1.093
2 C 1.362 0.614 -0.183
3 C 0.495 1.335 2.046
4 C 1.488 -0.966 1.747
5 C -0.694 -0.395 0.798
6 N -1.757 -0.825 0.617
7 H 2.439 -0.579 2.128
8 H 1.487 -0.204 -0.902
9 H 2.361 1.005 0.045
10 H 0.804 1.414 -0.682
11 H 1.466 1.710 2.384
12 H -0.094 1.065 2.930
13 H -0.028 2.164 1.551
14 H 1.718 -1.761 1.025
15 H 0.952 -1.434 2.581
16 C -1.256 -0.181 -2.480
17 N -2.418 0.398 -2.109
18 N -1.237 -1.517 -2.287
19 O -0.315 0.443 -2.942
20 H -1.838 -1.893 -1.565
21 H -2.864 0.008 -1.287
22 H -2.396 1.409 -2.129
23 H -0.331 -1.954 -2.379

These are the natural (NBO) partial charges, in e, on atoms 1 to 5:
1 C -0.177
2 C -0.590
3 C -0.587
4 C -0.587
5 C 0.358

=====

This record from the OMol25 dataset describes a 7-piece molecular cluster, C33H58BN2O21 overall at a distorted geometry. The level of theory is ωB97M-V with the def2-TZVPD basis set.

The HOMO energy is -3.17 eV. For the electronic energy, the calculation gives -3006.5940 Ha. The energy above the lowest of the compared OMol25 structures with the same formula, charge and spin is 47.52 kcal/mol. Its multiplicity is 1. Its charge is -1. The calculation puts the HOMO-LUMO gap at 0.1663 Eh.

Element x y z (Å)
1 C 7.512 -2.439 4.203
2 C 7.211 -1.780 2.776
3 C 5.956 -2.401 2.032
4 C 4.549 -2.006 2.681
5 N 4.158 -0.640 2.293
6 B 2.983 -0.089 3.120
7 C 3.573 1.289 3.893
8 O 4.578 1.878 3.007
9 O 3.985 2.736 2.095
10 C 1.717 0.426 2.188
11 C 0.412 -0.454 2.246
12 O -0.637 0.037 1.743
13 N 0.310 -1.819 2.788
14 C -0.692 -1.817 3.900
15 C -0.193 -2.718 1.704
16 H 6.529 -2.474 4.756
17 H 8.281 -1.840 4.794
18 H 7.939 -3.480 4.064
19 H 7.196 -0.642 2.829
20 H 8.126 -2.023 2.131
21 H 5.968 -2.008 0.966
22 H 6.073 -3.534 2.078
23 H 4.589 -2.186 3.793
24 H 3.784 -2.742 2.238
25 H 4.000 -0.551 1.286
26 H 2.563 -0.853 3.939
27 H 4.138 0.898 4.805
28 H 2.754 2.016 4.184
29 H 4.328 2.476 1.213
30 H 1.438 1.487 2.482
31 H 2.049 0.478 1.095
32 H -1.557 -2.521 3.702
33 H -1.149 -0.792 4.083
34 H -0.218 -2.132 4.875
35 H -0.297 -3.766 2.135
36 H 0.530 -2.748 0.829
37 H -1.217 -2.379 1.348
38 C 1.171 3.306 -3.061
39 C 1.959 2.021 -2.939
40 C 1.127 0.810 -2.634
41 O 2.079 -0.052 -2.010
42 C 3.005 0.758 -1.421
43 O 3.842 0.384 -0.659
44 O 2.839 2.051 -1.814
45 H 0.238 3.265 -2.490
46 H 1.741 4.155 -2.688
47 H 0.907 3.493 -4.102
48 H 2.576 1.874 -3.833
49 H 0.709 0.346 -3.528
50 H 0.322 1.002 -1.918
51 C -2.798 5.958 -6.108
52 C -3.338 4.694 -5.467
53 C -3.725 4.841 -4.023
54 O -3.608 3.500 -3.549
55 C -2.662 2.898 -4.322
56 O -2.180 1.830 -4.092
57 O -2.335 3.681 -5.388
58 H -2.353 6.629 -5.369
59 H -2.024 5.726 -6.842
60 H -3.599 6.507 -6.607
61 H -4.162 4.294 -6.068
62 H -4.741 5.213 -3.890
63 H -3.035 5.465 -3.448
64 C 1.826 8.860 -2.290
65 C 2.753 7.910 -3.022
66 C 3.127 8.344 -4.411
67 O 3.449 7.100 -5.032
68 C 2.709 6.147 -4.397
69 O 2.589 5.022 -4.770
70 O 2.118 6.657 -3.280
71 H 1.222 9.451 -2.984
72 H 1.137 8.315 -1.643
73 H 2.400 9.560 -1.680
74 H 3.639 7.708 -2.410
75 H 3.982 9.020 -4.430
76 H 2.298 8.795 -4.964
77 C -1.232 -2.157 -1.922
78 C -1.021 -3.513 -2.564
79 C -1.583 -3.645 -3.949
80 O -1.787 -5.055 -4.052
81 C -2.010 -5.507 -2.786
82 O -2.395 -6.603 -2.517
83 O -1.740 -4.537 -1.869
84 H -2.107 -1.647 -2.332
85 H -1.386 -2.251 -0.846
86 H -0.369 -1.512 -2.096
87 H 0.041 -3.779 -2.532
88 H -0.898 -3.293 -4.721
89 H -2.552 -3.152 -4.076
90 C -3.044 -5.730 4.262
91 C -3.701 -5.363 5.577
92 C -5.117 -4.885 5.448
93 O -5.268 -4.091 6.626
94 C -4.028 -3.618 6.934
95 O -3.808 -2.778 7.751
96 O -3.073 -4.231 6.179
97 H -3.491 -5.192 3.424
98 H -1.979 -5.487 4.272
99 H -3.157 -6.798 4.063
100 H -3.618 -6.198 6.283
101 H -5.842 -5.700 5.433
102 H -5.283 -4.241 4.581
103 C -4.998 -2.184 -1.175
104 C -4.787 -2.478 0.297
105 C -4.651 -3.935 0.632
106 O -5.059 -3.962 2.001
107 C -5.933 -2.926 2.164
108 O -6.611 -2.755 3.133
109 O -5.933 -2.116 1.072
110 H -5.461 -3.027 -1.696
111 H -5.651 -1.320 -1.314
112 H -4.045 -1.984 -1.663
113 H -3.938 -1.897 0.676
114 H -3.630 -4.303 0.522
115 H -5.328 -4.579 0.063

These are the Mulliken partial charges, in e, on atoms 1 to 5:
1 C -0.961
2 C -0.468
3 C -0.481
4 C -0.438
5 N -0.007